121
Properties=species:S:1:pos:R:3 method="wB97M-V/def2-TZVPD" energy_ha=-3788.9148 e_lumo_ev=-1.16
Ir -0.226 0.604 0.376
N 8.159 6.115 2.011
C 7.231 5.487 1.759
C 6.074 4.694 1.431
C 4.992 4.643 2.305
C 3.879 3.890 1.975
C 3.839 3.181 0.778
C 4.925 3.239 -0.093
C 6.040 3.991 0.229
C 2.621 2.412 0.415
C 2.731 1.049 0.098
C 3.903 0.289 -0.028
C 3.547 -0.892 -0.666
C 2.169 -0.822 -0.877
N 1.649 0.324 -0.408
C 1.433 3.103 0.272
C 1.244 4.507 0.266
C -0.070 4.737 -0.048
C -0.675 3.479 -0.212
N 0.213 2.493 -0.050
H 5.026 5.190 3.237
H 3.035 3.838 2.650
H 4.886 2.709 -1.035
H 6.885 4.039 -0.444
H 4.887 0.585 0.298
H 4.195 -1.700 -0.967
H 1.548 -1.521 -1.407
H 2.018 5.238 0.434
H -0.568 5.687 -0.154
H -1.700 3.264 -0.455
C -4.571 4.840 1.742
C -5.036 3.476 1.287
O -3.944 2.821 0.630
P -3.547 1.274 0.825
O -2.263 1.214 -0.012
Te -3.688 0.675 3.100
O -4.578 0.446 -0.084
C -5.912 0.108 0.310
C -6.311 -1.155 -0.418
H -5.398 5.385 2.199
H -4.193 5.419 0.899
H -3.772 4.732 2.476
H -5.861 3.554 0.575
H -5.365 2.880 2.141
H -6.577 0.936 0.052
H -5.946 -0.036 1.392
H -6.322 -0.997 -1.497
H -7.304 -1.475 -0.100
H -5.596 -1.949 -0.197
C 4.296 -7.711 -2.805
C 2.977 -6.978 -2.601
C 3.205 -5.579 -2.041
N 1.943 -4.880 -1.823
C 1.482 -4.272 -0.726
S 0.095 -3.356 -0.727
N 2.229 -4.396 0.445
C 2.691 -5.535 1.091
O 3.532 -5.441 1.957
C 2.088 -6.848 0.716
C 2.894 -7.978 0.816
C 2.366 -9.231 0.556
C 1.026 -9.358 0.211
C 0.215 -8.234 0.137
C 0.742 -6.976 0.392
H 4.130 -8.707 -3.213
H 4.828 -7.821 -1.858
H 4.947 -7.170 -3.495
H 2.338 -7.534 -1.913
H 2.443 -6.898 -3.552
H 3.811 -4.994 -2.740
H 3.748 -5.628 -1.101
H 1.360 -4.731 -2.633
H 2.302 -3.539 0.983
H 3.931 -7.858 1.104
H 2.994 -10.109 0.632
H 0.609 -10.338 0.017
H -0.833 -8.336 -0.113
H 0.098 -6.105 0.364
C -2.764 -1.652 -1.615
N -2.792 -2.560 -0.482
C -3.171 -3.922 -0.811
C -2.224 -2.218 0.700
O -1.658 -1.125 0.873
N -2.359 -3.141 1.722
C -1.436 -2.957 2.830
C -3.721 -3.427 2.172
H -3.764 -1.561 -2.041
H -2.082 -2.041 -2.377
H -2.440 -0.669 -1.298
H -2.691 -4.200 -1.751
H -4.255 -4.011 -0.935
H -2.836 -4.601 -0.034
H -0.431 -2.791 2.449
H -1.446 -3.865 3.435
H -1.720 -2.103 3.449
H -4.042 -2.686 2.911
H -3.754 -4.418 2.627
H -4.419 -3.402 1.339
C 0.595 4.294 4.446
C 1.546 3.297 4.623
C 1.471 2.114 3.907
C 0.427 1.885 2.996
C -0.542 2.880 2.857
C -0.448 4.070 3.559
N 0.389 0.687 2.260
C 0.898 -0.448 2.927
C 1.913 -1.257 2.415
C 2.403 -2.326 3.157
C 1.870 -2.629 4.401
C 0.857 -1.827 4.914
C 0.383 -0.747 4.194
H 0.662 5.224 4.995
H 2.366 3.445 5.317
H 2.235 1.357 4.035
H -1.380 2.711 2.197
H -1.211 4.826 3.418
H 2.355 -1.004 1.468
H 3.232 -2.919 2.784
H 2.247 -3.473 4.964
H 0.431 -2.046 5.886
H -0.402 -0.117 4.594


76
Properties=species:S:1:pos:R:3 method="wB97M-V/def2-TZVPD" total_charge=-1 energy_ha=-3132.2075 e_lumo_ev=0.43
O 2.887 -5.935 5.444
C 2.610 -4.831 4.882
O 2.068 -3.803 5.652
C 2.781 -4.512 3.326
C 2.176 -5.336 2.317
C 2.396 -4.859 0.791
O 2.571 -5.679 -0.147
C 2.371 -3.253 0.589
C 1.607 -2.733 -0.708
C 0.072 -3.217 -0.689
C -0.926 -2.127 0.002
F -0.054 -1.346 0.849
F -1.344 -1.301 -1.111
C -2.136 -2.812 0.777
F -3.052 -3.277 -0.227
F -1.766 -3.993 1.500
S -3.093 -1.738 1.973
F -2.702 -0.311 1.219
F -1.854 -1.646 3.076
F -3.643 -3.133 2.759
F -4.450 -1.857 0.981
F -4.034 -0.857 3.035
C 2.982 -2.445 1.577
C 2.974 -0.855 1.493
C 4.409 -0.198 1.927
C 4.376 0.509 3.367
I 5.034 2.614 3.271
C 3.646 -3.242 2.819
O 4.743 -2.938 3.340
H 1.554 -6.253 2.601
H 1.703 -1.619 -0.917
H 2.094 -3.268 -1.613
H -0.042 -4.263 -0.256
H -0.248 -3.297 -1.798
H 2.221 -0.484 2.287
H 2.742 -0.424 0.466
H 4.656 0.624 1.151
H 5.273 -0.959 1.828
H 3.334 0.528 3.837
H 5.037 -0.096 4.094
C -7.343 1.208 -0.775
C -8.443 1.319 -1.620
C -9.045 0.174 -2.133
C -8.552 -1.082 -1.793
C -7.455 -1.193 -0.945
C -6.847 -0.048 -0.439
H -6.872 2.101 -0.377
H -8.832 2.299 -1.879
H -9.899 0.261 -2.797
H -9.025 -1.975 -2.189
H -7.071 -2.173 -0.679
H -5.988 -0.135 0.217
C -2.423 0.643 -3.395
C -1.458 1.640 -3.500
C -1.087 2.122 -4.752
C -1.689 1.612 -5.899
C -2.656 0.618 -5.794
C -3.020 0.129 -4.543
H -2.709 0.265 -2.420
H -0.994 2.042 -2.605
H -0.331 2.895 -4.834
H -1.403 1.991 -6.875
H -3.126 0.221 -6.688
H -3.770 -0.650 -4.461
C 5.535 6.211 1.693
C 6.512 7.198 1.600
C 6.897 7.682 0.354
C 6.299 7.185 -0.800
C 5.320 6.201 -0.708
C 4.941 5.711 0.538
H 5.237 5.831 2.664
H 6.973 7.590 2.501
H 7.664 8.446 0.282
H 6.596 7.566 -1.772
H 4.852 5.815 -1.608
H 4.181 4.939 0.610